Entry from the OMol25 dataset: 7 unconnected molecules or ions with the total composition C30H45N7 (wB97M-V/def2-TZVPD).

Properties
calculated total energy = -1553.274756 a.u.
multiplicity = 1
gap between HOMO and LUMO = 8.560 eV
SMILES string = c1cc[nH]c1.c1cc[nH]c1.c1cc[nH]c1.c1cc[nH]c1.c1cc[nH]c1.c1cc[nH]c1.CCN(CC)CC
total charge = 0
HOMO level = -0.287 Ha

XYZ file:
```
82
Properties=species:S:1:pos:R:3:lowdin_charge:R:1
C 6.01 2.34 -9.07 -0.125
C 5.70 3.43 -9.92 -0.137
C 5.30 2.98 -11.13 -0.163
N 5.33 1.65 -11.04 0.003
C 5.74 1.19 -9.76 -0.095
H 6.54 2.34 -8.14 0.090
H 5.94 4.45 -9.64 0.088
H 5.23 3.44 -12.10 0.113
H 5.03 1.01 -11.76 0.104
H 5.99 0.15 -9.58 0.084
C 5.45 -4.18 -4.07 -0.088
C 5.98 -4.83 -5.25 -0.101
C 7.31 -4.37 -5.34 -0.135
N 7.61 -3.51 -4.31 0.013
C 6.49 -3.41 -3.59 -0.191
H 4.41 -4.17 -3.80 0.088
H 5.48 -5.52 -5.91 0.057
H 8.13 -4.55 -6.01 0.104
H 8.47 -3.01 -4.14 0.155
H 6.44 -2.73 -2.74 0.106
C 7.59 -2.94 -15.15 -0.136
C 6.92 -3.54 -14.10 -0.119
C 5.97 -4.37 -14.67 -0.124
N 6.08 -4.24 -16.03 -0.004
C 7.03 -3.35 -16.35 -0.146
H 8.39 -2.22 -15.13 0.094
H 7.20 -3.41 -13.06 0.085
H 5.31 -5.06 -14.16 0.098
H 5.59 -4.78 -16.73 0.150
H 7.20 -3.15 -17.40 0.110
C 6.70 -7.41 -9.12 -0.138
C 5.80 -7.90 -8.19 -0.138
C 5.27 -9.16 -8.59 -0.083
N 5.99 -9.43 -9.77 -0.012
C 6.82 -8.36 -10.11 -0.125
H 7.13 -6.42 -9.06 0.096
H 5.45 -7.33 -7.34 0.067
H 4.46 -9.80 -8.30 0.094
H 6.00 -10.33 -10.24 0.137
H 7.51 -8.33 -10.94 0.103
C 0.95 -5.23 -8.18 -0.112
C 1.83 -6.05 -7.47 -0.130
C 1.11 -7.18 -7.11 -0.133
N -0.24 -6.93 -7.33 0.005
C -0.32 -5.80 -8.10 -0.130
H 1.32 -4.28 -8.53 0.091
H 2.89 -5.97 -7.25 0.077
H 1.34 -8.12 -6.65 0.102
H -0.95 -7.56 -6.99 0.146
H -1.29 -5.41 -8.36 0.102
C 5.58 -3.18 -10.61 -0.158
C 5.88 -2.93 -9.24 -0.051
C 5.18 -3.98 -8.60 -0.164
N 4.72 -4.82 -9.48 0.016
C 4.87 -4.30 -10.74 -0.136
H 5.84 -2.57 -11.47 0.079
H 6.45 -2.09 -8.87 0.077
H 5.10 -4.15 -7.54 0.082
H 4.00 -5.48 -9.25 0.131
H 4.43 -4.78 -11.60 0.108
C 1.74 0.50 -15.16 -0.080
C 2.59 1.04 -13.99 -0.246
N 3.66 0.13 -13.60 -0.190
C 4.60 -0.23 -14.74 -0.232
C 5.36 1.00 -15.20 -0.090
C 3.15 -1.11 -13.00 -0.222
C 2.80 -0.88 -11.47 -0.050
H 2.39 0.42 -16.03 0.059
H 0.90 1.13 -15.44 0.071
H 1.30 -0.49 -14.99 0.060
H 2.93 2.06 -14.20 0.105
H 1.97 1.27 -13.12 0.102
H 5.38 -0.92 -14.41 0.094
H 4.06 -0.72 -15.55 0.104
H 4.74 1.67 -15.80 0.065
H 5.83 1.63 -14.43 0.068
H 6.21 0.65 -15.78 0.068
H 3.88 -1.90 -13.20 0.090
H 2.31 -1.47 -13.61 0.087
H 3.73 -0.77 -10.92 0.037
H 2.22 -1.66 -10.98 0.061
H 2.26 0.06 -11.30 0.058
```